1.
The following is a DFT calculation (ωB97M-V/def2-TZVPD) of a 4-piece molecular cluster, C2H13NO4 overall.

Atoms and positions in Å:
N (0.104, 0.446, -0.870)
C (0.646, -0.914, -0.853)
C (2.146, -0.836, -0.670)
O (2.495, -0.646, 0.693)
H (-0.906, 0.421, -0.704)
H (0.241, 1.007, -1.700)
H (0.407, -1.412, -1.808)
H (0.201, -1.442, -0.029)
H (2.538, -0.028, -1.295)
H (2.618, -1.769, -0.951)
H (2.164, 0.226, 0.967)
O (-1.921, -0.317, 1.271)
H (-1.343, -0.963, 1.691)
H (-2.178, 0.269, 1.993)
O (1.085, 1.720, 1.319)
H (1.356, 2.646, 1.361)
H (0.636, 1.407, 0.485)
O (-3.580, 0.158, -1.095)
H (-4.401, 0.588, -1.352)
H (-3.720, -0.225, -0.222)

Calculated values
- relative energy (zero: lowest compared OMol25 entry of this formula, charge and spin) (kcal per mole) = 11.9
- HOMO level (eV) = -9.362
- multiplicity = 1
- HOMO-LUMO gap (Eh) = 0.3648
- largest force on an atom (Eh/bohr) = 0.0343

2.
The following is a DFT calculation (ωB97M-V/def2-TZVPD) of C2H14B2InO2 as an isolated structure.

Atoms and positions in Å:
In (-15.576, 2.308, -18.748)
B (-15.193, 3.687, -21.455)
H (-16.347, 3.544, -21.114)
H (-14.620, 2.640, -21.435)
H (-15.180, 4.137, -22.528)
H (-14.789, 4.419, -20.631)
B (-16.956, 1.561, -21.550)
H (-17.102, 0.516, -21.024)
H (-17.493, 2.474, -21.080)
H (-15.721, 1.655, -21.453)
H (-17.115, 1.401, -22.689)
C (-19.114, 1.298, -18.210)
C (-19.520, 2.730, -18.545)
O (-18.350, 3.402, -19.047)
O (-17.936, 1.339, -17.404)
H (-18.943, 0.847, -19.192)
H (-19.887, 0.762, -17.661)
H (-19.873, 3.273, -17.666)
H (-20.364, 2.702, -19.236)
H (-18.621, 3.984, -19.764)
H (-18.044, 0.603, -16.793)

Calculated values
- relative energy (zero: lowest compared OMol25 entry of this formula, charge and spin) (kcal per mole) = 0.0
- HOMO level (eV) = -14.243
- multiplicity = 1
- total charge = +1
- HOMO-LUMO gap (Eh) = 0.2215
- largest force on an atom (Eh/bohr) = 0.0591

3.
The following is a DFT calculation (ωB97M-V/def2-TZVPD) of C2H14LiN2NbO4P2 as an isolated structure.

Atoms and positions in Å:
C (3.090, 0.497, -0.337)
C (1.721, -0.110, 0.155)
N (1.005, 0.926, 0.904)
Nb (-1.123, 0.775, 0.936)
P (-1.358, 1.368, -1.551)
O (-2.453, 0.417, -2.382)
O (0.137, 1.248, -2.368)
P (-1.295, -1.745, 0.463)
N (-0.266, -2.600, 1.361)
O (-2.847, -2.239, 0.898)
O (-1.195, -2.168, -1.167)
H (2.908, 1.376, -0.967)
H (3.673, -0.281, -0.839)
H (3.622, 0.801, 0.573)
H (1.201, -0.434, -0.745)
H (1.989, -0.929, 0.826)
H (1.424, 1.094, 1.811)
H (-2.942, 0.846, 1.037)
H (-1.119, 2.572, 1.395)
H (-1.098, 0.294, 2.706)
H (-3.241, 0.319, -1.849)
H (0.742, 1.737, -1.829)
H (0.275, -3.126, 0.672)
H (-2.724, -2.588, 1.779)
H (-0.809, -1.460, -1.675)
Li (0.682, 3.411, 0.192)

Calculated values
- HOMO level (eV) = -7.338
- multiplicity = 1
- HOMO-LUMO gap (Eh) = 0.1996
- largest force on an atom (Eh/bohr) = 0.0544

4.
The following is a DFT calculation (ωB97M-V/def2-TZVPD) of a 4-piece molecular cluster, C2H14N2O3 overall.

Atoms and positions in Å:
N (-1.044, 1.565, -2.088)
C (-0.864, 1.754, -0.640)
C (-0.642, 0.376, -0.012)
N (0.674, -0.101, -0.401)
H (-0.552, 0.738, -2.384)
H (-1.827, 1.878, -2.620)
H (0.052, 2.356, -0.514)
H (-1.732, 2.284, -0.259)
H (-1.457, -0.268, -0.345)
H (-0.779, 0.457, 1.086)
H (0.902, -1.034, -0.081)
H (1.384, 0.542, -0.080)
O (3.574, -0.913, -1.066)
H (2.996, -1.163, -1.798)
H (3.801, 0.007, -1.017)
O (1.106, -3.496, -1.870)
H (0.779, -4.382, -1.993)
H (0.319, -3.008, -2.147)
O (-2.496, 0.541, 6.109)
H (-2.529, 1.288, 5.527)
H (-1.665, 0.578, 6.592)

Calculated values
- relative energy (zero: lowest compared OMol25 entry of this formula, charge and spin) (kcal per mole) = 30.6
- HOMO level (eV) = -8.441
- multiplicity = 1
- HOMO-LUMO gap (Eh) = 0.3344
- largest force on an atom (Eh/bohr) = 0.0313

5.
The following is a DFT calculation (ωB97M-V/def2-TZVPD) of a 4-piece molecular cluster, C2H14N2O3 overall.

Atoms and positions in Å:
N (-1.611, 1.371, -0.992)
C (-1.013, 0.167, -0.422)
C (-1.933, -0.519, 0.715)
N (-1.034, -1.515, 1.362)
H (-2.659, 1.255, -0.629)
H (-1.602, 1.399, -2.020)
H (0.046, 0.300, 0.077)
H (-0.770, -0.481, -1.178)
H (-2.343, 0.102, 1.468)
H (-2.688, -1.140, 0.201)
H (-0.407, -1.850, 0.778)
H (-0.694, -1.333, 2.238)
O (2.317, 0.922, 1.179)
H (1.478, 1.339, 0.735)
H (2.968, 1.356, 0.698)
O (0.263, 2.510, 0.374)
H (-0.233, 3.149, 1.024)
H (-0.275, 2.455, -0.378)
O (3.439, -3.057, -2.176)
H (2.910, -3.760, -1.736)
H (3.844, -2.671, -1.318)

Calculated values
- relative energy (zero: lowest compared OMol25 entry of this formula, charge and spin) (kcal per mole) = 60.6
- HOMO level (eV) = -8.951
- multiplicity = 1
- HOMO-LUMO gap (Eh) = 0.3536
- largest force on an atom (Eh/bohr) = 0.1089

6.
The following is a DFT calculation (ωB97M-V/def2-TZVPD) of a 4-piece molecular cluster, C2H14N2O3 overall.

Atoms and positions in Å:
N (-0.185, 1.276, -2.476)
C (0.936, 0.721, -1.737)
C (0.440, 0.516, -0.271)
N (-0.651, -0.468, -0.208)
H (-1.011, 1.210, -1.867)
H (-0.095, 2.315, -2.709)
H (1.252, -0.263, -2.149)
H (1.771, 1.315, -1.553)
H (-0.034, 1.443, 0.114)
H (1.325, 0.110, 0.304)
H (-0.854, -0.677, 0.720)
H (-0.349, -1.326, -0.666)
O (-2.747, -2.718, -0.222)
H (-2.695, -1.716, -0.290)
H (-2.415, -2.917, -1.164)
O (-3.935, 0.370, 1.446)
H (-4.559, 0.948, 1.995)
H (-3.382, 0.918, 0.860)
O (5.430, -0.114, 3.533)
H (6.059, 0.137, 2.796)
H (5.700, -1.080, 3.544)

Calculated values
- relative energy (zero: lowest compared OMol25 entry of this formula, charge and spin) (kcal per mole) = 41.0
- HOMO level (eV) = -9.176
- multiplicity = 1
- HOMO-LUMO gap (Eh) = 0.3612
- largest force on an atom (Eh/bohr) = 0.0638

7.
The following is a DFT calculation (ωB97M-V/def2-TZVPD) of a 4-piece molecular cluster, C2H14N2O3 overall.

Atoms and positions in Å:
C (-1.247, -1.701, 1.261)
N (0.052, -1.719, 0.579)
C (0.059, -1.106, -0.701)
N (1.249, -0.327, -1.112)
H (-1.211, -2.496, 2.027)
H (-1.991, -2.067, 0.586)
H (-1.503, -0.775, 1.793)
H (0.526, -2.615, 0.656)
H (0.043, -1.931, -1.458)
H (-0.879, -0.586, -0.833)
H (0.997, 0.048, -2.049)
H (2.060, -0.933, -1.271)
H (0.565, -0.026, 1.698)
H (1.639, 0.261, 2.829)
O (0.703, 0.246, 2.605)
H (-0.245, 2.991, -3.592)
H (-0.544, 1.608, -2.898)
O (-0.023, 2.410, -2.863)
H (-0.099, 2.375, 1.523)
H (-0.285, 3.168, 0.178)
O (0.134, 3.176, 1.042)

Calculated values
- relative energy (zero: lowest compared OMol25 entry of this formula, charge and spin) (kcal per mole) = 22.9
- HOMO level (spin up / spin down) (eV) = -13.782 / -13.776
- multiplicity = 2
- total charge = +1
- HOMO-LUMO gap (spin up / spin down) (Eh) = 0.3739 / 0.1893
- largest force on an atom (Eh/bohr) = 0.0463
- expectation value of S² = 0.757

8.
The following is a DFT calculation (ωB97M-V/def2-TZVPD) of a 5-piece molecular cluster, C2H14N2O4 overall.

Atoms and positions in Å:
C (0.813, 1.914, -1.410)
N (0.801, 0.515, -0.916)
C (0.439, -0.458, -1.700)
N (-0.327, -0.337, -2.884)
H (1.427, 1.909, -2.345)
H (1.316, 2.428, -0.542)
H (-0.176, 2.395, -1.628)
H (0.610, -1.541, -1.507)
H (-0.608, 0.605, -3.241)
H (-0.525, -1.289, -3.444)
O (-2.480, -0.124, 0.705)
H (-1.926, -0.669, 1.267)
H (-2.090, -0.109, -0.123)
O (0.069, 2.275, 2.854)
H (-0.174, 1.713, 3.612)
H (0.419, 1.723, 2.111)
O (0.222, -2.963, 0.440)
H (0.763, -3.405, 1.056)
H (0.235, -2.072, 0.657)
O (0.678, -0.627, 1.794)
H (1.434, -0.056, 2.120)
H (0.546, -0.108, 0.929)

Calculated values
- relative energy (zero: lowest compared OMol25 entry of this formula, charge and spin) (kcal per mole) = 38.8
- HOMO level (eV) = -9.684
- multiplicity = 1
- HOMO-LUMO gap (Eh) = 0.3717
- largest force on an atom (Eh/bohr) = 0.0772

9.
The following is a DFT calculation (ωB97M-V/def2-TZVPD) of a 2-piece molecular cluster, C2H14N2Si3 overall.

Atoms and positions in Å:
C (-1.551, -0.611, 0.993)
C (-2.770, 1.393, 0.442)
N (-1.719, 0.427, -0.011)
N (2.003, -0.415, -0.247)
Si (2.764, -1.898, -0.481)
Si (2.190, 1.126, 0.257)
Si (-0.817, 0.104, -1.364)
H (-0.515, -0.896, 0.809)
H (-1.463, -0.229, 2.039)
H (-2.283, -1.297, 0.811)
H (-2.729, 1.427, 1.464)
H (-2.687, 2.432, 0.088)
H (-3.721, 0.958, 0.194)
H (2.395, -2.880, 0.644)
H (4.138, -1.966, -1.020)
H (2.051, -2.293, -1.760)
H (0.737, 1.698, 0.041)
H (2.659, 1.522, 1.680)
H (3.021, 2.052, -0.509)
H (-1.575, 0.542, -2.526)
H (-0.130, -1.197, -1.540)

Calculated values
- relative energy (zero: lowest compared OMol25 entry of this formula, charge and spin) (kcal per mole) = 98.4
- HOMO level (eV) = -7.765
- multiplicity = 1
- HOMO-LUMO gap (Eh) = 0.2259
- largest force on an atom (Eh/bohr) = 0.0809

10.
The following is a DFT calculation (ωB97M-V/def2-TZVPD) of a 4-piece molecular cluster, C2H14NO3 overall.

Atoms and positions in Å:
C (2.554, 1.835, 0.540)
C (1.360, 1.297, -0.270)
N (0.093, 1.056, 0.529)
H (3.333, 2.255, -0.076)
H (2.147, 2.641, 1.141)
H (2.860, 1.068, 1.225)
H (1.028, 2.125, -0.926)
H (1.633, 0.337, -0.709)
H (-0.732, 1.482, 0.067)
H (0.174, 1.419, 1.472)
H (0.042, 0.023, 0.482)
H (-0.680, -5.254, -0.622)
H (0.655, -4.533, -0.783)
O (-0.011, -4.773, -0.130)
H (-1.254, -2.142, 0.693)
H (-1.514, -1.868, -0.776)
O (-1.318, -1.422, 0.053)
H (-2.608, 3.209, -0.202)
H (-2.422, 2.073, -1.320)
O (-2.028, 2.533, -0.580)

Calculated values
- relative energy (zero: lowest compared OMol25 entry of this formula, charge and spin) (kcal per mole) = 16.7
- HOMO level (eV) = -14.448
- multiplicity = 1
- total charge = +1
- HOMO-LUMO gap (Eh) = 0.4229
- largest force on an atom (Eh/bohr) = 0.0398

11.
The following is a DFT calculation (ωB97M-V/def2-TZVPD) of a 4-piece molecular cluster, C2H14NO3 overall.

Atoms and positions in Å:
C (0.928, 0.904, 1.136)
N (1.663, 0.133, 0.066)
C (1.474, -1.327, -0.125)
H (1.597, 1.294, 1.901)
H (0.379, 1.741, 0.689)
H (0.110, 0.234, 1.458)
H (2.648, 0.119, 0.386)
H (1.585, 0.614, -0.879)
H (1.750, -1.965, 0.707)
H (1.967, -1.517, -1.091)
H (0.413, -1.523, -0.387)
H (-0.411, 0.540, -1.975)
H (0.500, 0.839, -3.053)
O (0.478, 0.944, -2.087)
H (-1.847, -0.557, -0.143)
H (-2.706, -0.528, -1.443)
O (-1.864, -0.256, -1.067)
H (-2.973, 0.896, 1.936)
H (-3.097, -0.608, 2.250)
O (-2.594, 0.022, 1.720)

Calculated values
- relative energy (zero: lowest compared OMol25 entry of this formula, charge and spin) (kcal per mole) = 21.7
- HOMO level (eV) = -15.171
- multiplicity = 1
- total charge = +1
- HOMO-LUMO gap (Eh) = 0.4542
- largest force on an atom (Eh/bohr) = 0.0548

Q: Among the records above, which one has the highest multiplicity?
A: number 7